# 1
Density functional theory data (ωB97M-V with the def2-TZVPD basis set) for an isolated molecule of CH3N3O3 in a non-equilibrium geometry.

The geometry in XYZ format:
```
10
CH3N3O3 | OMol25 | ωB97M-V with the def2-TZVPD basis set
O 0.22 1.33 2.37
O 0.57 -1.18 -1.42
O 2.15 0.49 1.90
N 1.01 0.66 1.75
N -0.79 0.68 0.25
N 0.37 0.09 0.54
C 1.04 -0.87 -0.40
H -1.10 1.07 1.16
H -0.57 1.40 -0.42
H 1.94 -1.33 0.10
```

The LUMO energy is -0.089 eV. The HOMO-LUMO gap comes out at 9.692 eV. Its spin multiplicity is 1. The calculation puts the largest force on an atom at 4.2 eV/Å. Its electronic energy is -11693.41694 eV. The calculation puts the highest occupied orbital energy at -9.780 eV.



# 2
Density functional theory data (ωB97M-V with the def2-TZVPD basis set) for a cluster of 2 separate species, CH3N3O3 in total in a non-equilibrium geometry.

The geometry in XYZ format:
```
10
CH3N3O3 | OMol25 | ωB97M-V with the def2-TZVPD basis set
O -2.22 -1.73 -0.67
O -3.27 0.13 0.04
O 0.19 0.92 -1.20
N 0.64 0.41 -0.17
N 2.02 0.46 0.04
N -0.06 -0.33 0.54
C -2.71 -0.75 -0.34
H 0.43 -0.65 1.26
H 2.53 1.09 -0.49
H 2.45 0.44 1.00
```

The LUMO energy is 0.516 eV. The HOMO-LUMO gap comes out at 10.854 eV. Its spin multiplicity is 1. The calculation puts the largest force on an atom at 6.4 eV/Å. Its electronic energy is -11695.28208 eV. The calculation puts the highest occupied orbital energy at -10.338 eV.



# 3
Density functional theory data (ωB97M-V with the def2-TZVPD basis set) for an isolated molecule of CH3N3O3S in a non-equilibrium geometry.

The geometry in XYZ format:
```
11
CH3N3O3S | OMol25 | ωB97M-V with the def2-TZVPD basis set
S -0.68 -0.02 0.92
O 1.11 -1.65 -1.72
O 0.17 -0.33 2.03
O -1.86 0.73 1.15
N 0.36 1.22 -0.08
N 0.85 0.46 -1.13
N -0.75 -1.14 -0.25
C 0.55 -0.79 -1.14
H -0.72 -2.07 0.13
H -0.18 2.03 -0.40
H 1.17 1.55 0.48
```

The LUMO energy is 0.085 eV. The HOMO-LUMO gap comes out at 9.920 eV. Its spin multiplicity is 1. The calculation puts the largest force on an atom at 2.7 eV/Å. Its electronic energy is -22530.67542 eV. The calculation puts the highest occupied orbital energy at -9.835 eV.



# 4
Density functional theory data (ωB97M-V with the def2-TZVPD basis set) for the ion CH3N3O6P with charge -1 in a non-equilibrium geometry.

The geometry in XYZ format:
```
14
CH3N3O6P | OMol25 | ωB97M-V with the def2-TZVPD basis set
P 0.40 2.86 0.79
O -2.40 1.03 -0.10
O -0.44 0.16 1.39
O -2.77 2.20 1.65
O 0.99 3.97 0.00
O -1.20 2.73 0.22
O 0.24 2.88 2.26
N 1.32 -0.87 0.13
N 0.97 1.42 0.18
N -2.17 1.90 0.67
C 0.52 0.24 0.64
H 0.94 -1.75 0.65
H 1.92 1.47 -0.34
H 1.14 -1.12 -0.84
```

The LUMO energy is 3.483 eV. The HOMO-LUMO gap comes out at 9.243 eV. Its spin multiplicity is 1. The calculation puts the largest force on an atom at 4.2 eV/Å. Its total charge is -1. Its electronic energy is -27131.14532 eV. The calculation puts the highest occupied orbital energy at -5.760 eV.



# 5
Density functional theory data (ωB97M-V with the def2-TZVPD basis set) for a cluster of 2 separate species, CH3N3S in total in a non-equilibrium geometry.

The geometry in XYZ format:
```
8
CH3N3S | OMol25 | ωB97M-V with the def2-TZVPD basis set
S 0.85 -1.64 0.62
N -0.21 0.56 1.23
N 0.80 0.67 -1.62
N -0.16 -0.47 0.37
C -0.02 -0.10 -1.68
H 0.41 0.59 2.00
H -0.81 -0.91 -1.85
H -0.86 1.31 0.91
```

The LUMO energy (spin up / spin down) is -0.532 / -0.532 eV. The HOMO-LUMO gap (spin up / spin down) comes out at 8.116 / 8.117 eV. Its spin multiplicity is 1. The calculation puts the largest force on an atom at 5.5 eV/Å. Its electronic energy is -16387.56538 eV. The calculation puts the highest occupied orbital energy (spin up / spin down) at -8.648 / -8.649 eV.



# 6
Density functional theory data (ωB97M-V with the def2-TZVPD basis set) for a cluster of 2 separate species, CH3N3S in total in a non-equilibrium geometry.

The geometry in XYZ format:
```
8
CH3N3S | OMol25 | ωB97M-V with the def2-TZVPD basis set
S 2.08 -2.08 1.13
N -1.37 0.30 0.23
N -2.14 1.27 0.16
N 1.49 0.03 -0.50
C 1.86 -0.92 0.14
H -3.13 0.87 0.28
H 1.52 0.12 -1.45
H -0.31 0.40 0.00
```

The LUMO energy is 0.376 eV. The HOMO-LUMO gap comes out at 8.984 eV. Its spin multiplicity is 1. The calculation puts the largest force on an atom at 2.9 eV/Å. Its electronic energy is -16388.61869 eV. The calculation puts the highest occupied orbital energy at -8.608 eV.



# 7
Density functional theory data (ωB97M-V with the def2-TZVPD basis set) for a cluster of 2 separate species, CH3N3S2 in total in a non-equilibrium geometry.

The geometry in XYZ format:
```
9
CH3N3S2 | OMol25 | ωB97M-V with the def2-TZVPD basis set
S 0.50 1.77 0.82
S -0.87 -3.35 -1.47
N 0.94 -1.38 -1.18
N 1.19 0.63 0.01
N 0.21 -2.26 -1.36
C -1.05 1.31 1.06
H 2.24 0.66 0.00
H -1.64 2.23 1.29
H -1.51 0.39 0.84
```

The LUMO energy is -0.164 eV. The HOMO-LUMO gap comes out at 8.630 eV. Its spin multiplicity is 1. The calculation puts the largest force on an atom at 5.9 eV/Å. Its electronic energy is -27222.70677 eV. The calculation puts the highest occupied orbital energy at -8.794 eV.



# 8
Density functional theory data (ωB97M-V with the def2-TZVPD basis set) for a structure of composition CH3N3Si in a non-equilibrium geometry.

The geometry in XYZ format:
```
8
CH3N3Si | OMol25 | ωB97M-V with the def2-TZVPD basis set
Si -0.17 -1.22 0.11
N 1.44 -0.87 0.31
N 1.62 0.40 0.08
N 0.75 1.20 -0.14
C -0.60 0.71 -0.04
H -1.28 1.21 -0.82
H -0.99 0.92 1.05
H -0.78 -2.35 -0.55
```

The LUMO energy (spin up / spin down) is -1.500 / -1.500 eV. The HOMO-LUMO gap (spin up / spin down) comes out at 6.841 / 6.842 eV. Its spin multiplicity is 1. The calculation puts the largest force on an atom at 4.5 eV/Å. Its electronic energy is -13428.98079 eV. The calculation puts the highest occupied orbital energy (spin up / spin down) at -8.341 / -8.342 eV.